(1)
53
Properties=species:S:1:pos:R:3:forces:R:3:mulliken_spin:R:1 method="wB97M-V/def2-TZVPD" homo_lumo_gap_ev="4.41 / 4.63" multiplicity=6 fmax_ha_per_bohr=0.081 charge=-1
Mn 0.281 -0.842 -0.999 2.3 -1.6 0.4 3.13
O -2.198 1.049 5.566 -0.4 0.6 0.3 0.15
N -2.449 0.181 4.704 0.4 -0.7 1.2 0.11
O -3.459 -0.547 4.828 -0.7 -0.1 -0.3 0.15
C -1.471 -0.081 3.754 -0.8 1.6 1.8 -0.01
C -0.319 0.686 3.971 0.7 0.0 -1.4 0.35
C 0.563 0.861 2.888 -0.8 -0.5 0.2 -0.07
C 1.627 1.814 2.894 -0.1 -0.8 -0.6 0.05
C 2.366 2.006 1.755 -1.4 -0.2 0.7 -0.04
C 1.907 1.328 0.611 0.9 0.5 -1.5 0.07
N 0.895 0.514 0.524 -1.2 -1.9 1.6 -0.03
C 0.254 0.150 1.702 0.8 1.2 -1.4 0.00
C -0.818 -0.800 1.600 -1.3 -0.7 -0.1 0.04
N -0.980 -1.550 0.472 -0.1 0.9 0.3 0.02
C -2.047 -2.340 0.358 0.2 0.7 2.4 0.06
C -2.884 -2.621 1.463 1.2 0.0 -1.6 0.02
C -2.685 -1.936 2.636 -2.3 -0.7 0.8 0.03
C -1.780 -0.891 2.632 2.5 -0.2 0.4 0.03
H -0.196 1.289 4.852 -0.1 -0.2 0.1 0.05
H 1.775 2.339 3.816 0.3 0.3 0.3 0.00
H 3.127 2.759 1.709 0.4 0.0 -0.2 0.00
H 2.373 1.426 -0.355 0.5 0.6 0.0 0.01
H -2.312 -2.702 -0.586 0.2 -0.7 -1.4 0.00
H -3.593 -3.406 1.254 -0.4 0.0 0.6 0.00
H -3.342 -2.090 3.543 1.1 0.2 -1.3 0.01
O 6.091 0.727 1.937 -1.7 -2.5 -2.8 0.01
C 5.543 -0.021 1.101 2.1 1.7 1.7 0.01
S 5.122 0.456 -0.614 -0.4 -0.1 1.0 0.03
C 3.805 -0.717 -0.715 0.4 -1.1 -0.3 0.22
C 3.796 -1.734 0.290 -0.2 1.5 -1.2 0.01
S 2.476 -2.661 0.558 -0.6 -0.8 0.4 0.37
S 5.224 -1.796 1.290 0.2 1.1 0.9 0.00
S 2.790 -0.817 -2.092 -0.2 0.8 0.4 0.18
C -1.825 3.052 -4.426 -0.6 0.1 0.1 0.00
N -1.647 2.103 -3.363 -1.4 0.6 -0.2 0.00
C -2.786 1.772 -2.529 -0.8 -1.1 -0.2 0.00
C -2.237 0.578 -1.714 1.2 0.3 -0.1 0.02
O -2.854 -0.100 -0.923 0.7 1.0 -1.3 0.00
N -0.806 0.544 -2.027 -2.6 -0.6 0.8 0.01
C -0.589 1.369 -3.023 -0.6 -0.1 0.8 -0.01
N 0.594 1.526 -3.565 1.3 -0.1 -0.4 0.00
H -2.433 3.859 -3.936 0.4 -0.4 -1.1 0.00
H -2.375 2.551 -5.285 0.6 0.9 0.8 0.00
H -0.861 3.483 -4.737 -0.4 -0.2 -0.1 0.00
H -3.727 1.494 -3.125 1.4 0.5 0.9 0.00
H -3.008 2.536 -1.762 -0.1 0.0 -0.6 0.00
H 1.368 0.986 -3.175 0.0 -0.1 -0.1 0.00
H 0.723 1.997 -4.437 0.0 0.1 -0.1 0.00
C 0.631 -3.582 -1.916 -0.4 0.8 2.8 0.01
O -0.024 -2.342 -2.029 0.0 -0.4 -0.8 0.01
H 0.310 -4.254 -2.670 0.0 -0.6 -1.2 0.00
H 0.336 -4.079 -0.939 0.0 0.3 -0.7 0.00
H 1.727 -3.525 -1.766 -0.3 0.2 -0.8 0.01

***

(2)
42
Properties=species:S:1:pos:R:3:forces:R:3:mulliken_spin:R:1 method="wB97M-V/def2-TZVPD" de_lowest_kcal_mol=0.00 homo_lumo_gap_ev="7.18 / 6.73" multiplicity=2 fmax_ha_per_bohr=0.057 charge=-2
Ag 6.184 -7.676 13.867 2.1 1.4 -1.5 0.33
As 3.769 -7.107 17.163 -0.2 -0.3 -0.4 0.00
F 4.940 -7.462 15.924 -0.1 0.0 0.5 -0.01
F 2.498 -7.219 15.967 -0.2 0.1 0.0 0.00
F 2.585 -6.793 18.388 -0.2 0.1 0.1 0.00
F 5.002 -7.061 18.355 0.3 0.0 0.2 0.00
F 3.921 -5.422 16.835 0.0 0.2 0.0 0.00
F 3.585 -8.828 17.414 0.0 -0.2 0.1 0.00
As 9.385 -6.239 15.841 -0.3 0.2 0.6 0.00
F 7.742 -6.698 15.453 0.5 0.2 0.5 0.01
F 9.695 -5.751 14.241 0.2 0.0 -0.5 0.00
F 11.025 -5.816 16.286 0.1 0.1 0.0 0.00
F 9.092 -6.677 17.508 0.0 -0.2 0.1 0.00
F 9.911 -7.865 15.533 0.1 -0.2 -0.1 0.00
F 8.844 -4.631 16.228 0.0 0.1 0.0 0.00
O 6.676 -5.913 12.654 -0.6 0.0 0.1 0.34
H 6.475 -5.101 13.141 0.1 -0.2 0.2 -0.02
O 7.890 -8.279 12.673 -0.2 -0.4 -0.2 0.35
H 8.276 -9.119 12.961 -0.1 0.2 0.3 -0.02
C 7.191 -9.623 16.545 0.1 0.0 0.4 0.01
O 6.611 -9.615 15.253 0.5 -0.7 0.2 0.00
C 5.772 -10.714 15.045 -0.6 -0.1 -0.1 0.01
C 5.478 -10.771 13.552 0.3 0.3 0.4 -0.01
O 4.983 -9.512 13.145 -0.8 -0.8 -0.8 0.00
C 3.599 -9.316 13.350 -0.2 0.5 0.3 0.00
C 3.207 -7.948 12.801 0.8 -0.1 -0.3 0.01
O 3.986 -6.962 13.438 -0.9 -0.3 0.1 0.01
C 3.547 -5.661 13.150 0.2 0.4 -0.2 0.00
H 6.443 -9.400 17.312 0.0 0.0 -0.1 0.00
H 7.986 -8.886 16.584 -0.1 0.2 -0.1 0.00
H 7.634 -10.609 16.745 -0.1 0.0 0.0 0.00
H 4.846 -10.579 15.623 0.0 0.0 0.0 0.00
H 6.218 -11.665 15.374 0.2 0.1 0.0 0.00
H 4.791 -11.592 13.302 -0.1 0.1 0.0 0.00
H 6.409 -10.909 13.002 0.0 0.1 0.0 0.00
H 3.343 -9.288 14.416 0.1 -0.3 0.0 0.00
H 3.055 -10.109 12.821 -0.2 0.1 0.1 0.00
H 2.147 -7.747 12.987 -0.1 -0.2 -0.1 0.00
H 3.433 -7.933 11.722 -0.2 0.1 0.0 0.00
H 3.866 -5.370 12.142 -0.2 0.0 0.0 0.00
H 4.013 -4.962 13.841 0.1 -0.2 0.1 0.00
H 2.460 -5.584 13.277 0.0 0.0 -0.1 0.00

***

(3)
12
Properties=species:S:1:pos:R:3:forces:R:3:lowdin_charge:R:1 method="wB97M-V/def2-TZVPD" de_lowest_kcal_mol=115.07 homo_lumo_gap_ev=9.05 smiles="[H]/N=N/C=O.[H]/N=C/O" fmax_ha_per_bohr=0.095 charge=0
H -0.140 -0.808 0.050 0.3 -1.5 0.1 0.02
N 0.774 -1.150 0.463 0.2 1.2 -0.2 0.14
N 1.566 -0.335 -0.016 -1.5 1.4 0.3 -0.02
C 2.879 -0.097 -0.083 3.1 -3.2 -2.0 -0.39
O 3.673 0.724 0.301 -1.4 0.2 0.5 0.04
H 3.246 -0.935 -0.869 -0.5 1.4 1.0 0.17
H -2.559 -0.702 -1.295 -0.2 0.2 0.7 0.06
N -2.132 -0.514 -0.378 -0.3 1.3 -1.3 0.07
C -2.223 0.708 0.009 -1.4 -0.5 -1.5 -0.38
O -1.494 1.060 1.016 2.0 0.9 1.9 0.04
H -2.837 1.636 -0.307 0.6 -1.9 0.0 0.16
H -0.753 0.414 1.110 -0.9 0.6 0.4 0.09

***

(4)
43
Properties=species:S:1:pos:R:3:forces:R:3:lowdin_charge:R:1 method="wB97M-V/def2-TZVPD" homo_lumo_gap_ev=9.64 smiles="COC[C@@H](O)O[C@](F)(COCCCCN)[PH2]=O.ClC(Cl)(Cl)Cl" fmax_ha_per_bohr=0.013 charge=0
C -1.635 2.558 -0.683 -0.3 0.0 0.2 -0.11
O -0.804 2.448 -1.809 0.2 0.2 -0.3 -0.15
C -0.115 1.227 -1.881 0.0 0.0 0.2 -0.14
C -0.982 0.139 -2.494 -0.3 0.2 -0.5 -0.36
O -1.029 0.212 -3.886 -0.2 0.0 0.3 0.05
O -0.474 -1.159 -2.180 0.2 -0.2 0.2 -0.02
C -0.689 -1.681 -0.907 -0.1 -0.5 -0.4 -0.60
F -1.268 -0.741 -0.083 0.0 0.1 0.3 -0.01
C 0.614 -2.174 -0.301 0.1 0.2 -0.1 -0.16
O 1.456 -1.094 -0.014 0.2 0.0 -0.1 -0.12
C 1.446 -0.639 1.336 0.0 0.1 0.2 -0.21
C 2.776 -0.930 2.003 0.1 0.0 -0.3 -0.18
C 3.919 -0.088 1.438 -0.2 -0.1 0.1 -0.20
C 3.846 1.406 1.764 0.1 -0.1 0.1 -0.29
N 3.608 1.758 3.164 0.0 0.1 -0.1 0.00
P -1.898 -3.099 -0.974 -0.2 0.0 0.6 0.78
O -2.159 -3.676 0.360 0.0 -0.1 0.1 -0.42
H -1.107 2.294 0.238 0.1 0.0 0.1 0.09
H -1.962 3.591 -0.612 0.0 0.1 0.0 0.09
H -2.527 1.928 -0.750 0.1 0.0 -0.1 0.03
H 0.234 0.925 -0.892 0.0 -0.1 0.0 0.11
H 0.756 1.379 -2.517 0.1 0.0 -0.1 0.14
H -2.017 0.250 -2.176 -0.1 -0.1 0.2 0.15
H -0.145 0.033 -4.210 0.3 0.0 -0.2 0.10
H 1.090 -2.800 -1.057 0.1 0.0 0.0 0.14
H 0.405 -2.788 0.575 -0.1 0.0 0.1 0.13
H 0.624 -1.090 1.891 -0.1 -0.1 0.0 0.13
H 1.260 0.437 1.312 -0.1 0.1 0.0 0.11
H 2.676 -0.780 3.077 0.0 0.0 0.1 0.11
H 3.012 -1.983 1.844 0.0 -0.1 0.1 0.12
H 3.913 -0.200 0.354 0.1 0.0 -0.1 0.11
H 4.865 -0.496 1.798 0.1 0.0 0.0 0.11
H 4.785 1.865 1.458 0.1 0.0 -0.1 0.10
H 3.069 1.873 1.160 -0.1 0.1 0.0 0.10
H 4.009 1.075 3.790 0.1 0.0 0.1 0.06
H 2.622 1.817 3.366 -0.1 -0.1 0.1 0.06
H -3.036 -2.561 -1.599 0.1 0.1 -0.3 0.03
H -1.322 -3.989 -1.898 0.0 0.2 -0.3 0.03
Cl -5.711 1.132 -1.750 0.0 0.0 0.0 0.53
C -5.565 0.949 0.001 0.0 0.0 0.0 -2.06
Cl -6.992 0.126 0.631 0.0 0.0 0.0 0.53
Cl -4.123 0.003 0.367 0.0 -0.1 0.1 0.56
Cl -5.423 2.543 0.747 0.0 0.0 0.0 0.53

***

> What is the charge in the first record?

-1

***

> Which value of charge does entry 4 give?

0